Entry 1:
C42H56F16O26 | the ωB97M-V functional and the def2-TZVPD basis

Positions of all 140 atoms, in Å:
C: -11.8349 11.7360 11.3672
C: -12.5943 13.0280 11.6169
C: -13.9893 12.6824 11.9948
O: -14.4124 13.7742 12.6992
C: -13.3721 14.2924 13.3500
O: -13.4539 15.0635 14.2876
O: -12.2348 13.6587 12.8250
H: -12.1600 10.7841 11.7872
H: -10.8019 11.8570 11.6934
H: -11.6969 11.5700 10.2988
H: -12.4961 13.6557 10.7312
H: -14.0973 11.8273 12.6622
H: -14.5711 12.4862 11.0942
C: -3.0229 16.4098 17.6745
C: -4.4174 16.7399 17.0626
C: -4.4856 18.0413 16.3417
O: -5.3180 17.7496 15.1972
C: -5.3895 16.4284 15.0436
O: -6.0358 15.9135 14.1187
O: -4.7338 15.8267 16.0417
H: -2.4221 16.0595 16.8352
H: -3.1439 15.6137 18.4091
H: -2.5518 17.2121 18.2423
H: -5.1280 16.7574 17.8890
H: -3.5220 18.5028 16.1262
H: -5.1156 18.6990 16.9405
C: -1.6210 7.9765 18.3822
C: -2.3150 7.1966 17.2066
C: -2.1393 5.7400 17.3260
O: -3.4133 5.3204 17.4628
C: -4.3269 6.2360 17.3686
O: -5.5186 6.0639 17.4726
O: -3.7178 7.3863 17.3019
H: -1.7403 7.5998 19.3981
H: -1.9818 9.0049 18.3651
H: -0.5433 8.0473 18.2349
H: -1.9214 7.5648 16.2592
H: -1.6284 5.5795 18.2754
H: -1.6440 5.2426 16.4921
C: -8.9142 7.5604 18.1585
C: -8.2068 8.7596 17.4834
C: -9.1674 9.8679 16.9945
O: -8.8101 11.0407 17.6839
C: -7.9428 10.7445 18.6046
O: -7.2370 11.5902 19.1725
O: -7.6272 9.4231 18.5316
H: -8.2174 6.9374 18.7192
H: -9.1086 6.8520 17.3532
H: -9.7895 7.8152 18.7560
H: -7.4326 8.5026 16.7603
H: -10.2207 9.6346 17.1506
H: -9.0421 9.8603 15.9117
C: 1.6937 16.8362 14.4934
C: 0.3268 16.4851 15.1886
C: -0.7675 17.4567 14.8208
O: -1.8626 16.6050 14.4354
C: -1.4257 15.2970 14.4156
O: -2.1153 14.3399 14.1665
O: -0.1439 15.2426 14.6651
H: 1.4614 16.9580 13.4354
H: 2.4262 16.0447 14.6515
H: 2.0691 17.8124 14.8003
H: 0.4505 16.3785 16.2663
H: -0.5147 18.1780 14.0437
H: -1.1359 18.0214 15.6773
C: -9.4878 14.3189 15.0562
C: -9.3292 14.8416 16.4837
C: -8.0126 14.5343 17.2637
O: -7.8247 15.7520 17.9349
C: -8.6771 16.7291 17.4886
O: -8.6408 17.9417 17.7980
O: -9.3753 16.2787 16.4778
H: -8.6364 14.6339 14.4529
H: -10.3874 14.5975 14.5074
H: -9.4675 13.2334 15.1523
H: -10.1682 14.4276 17.0430
H: -7.2747 14.1835 16.5422
H: -8.2849 13.6998 17.9099
C: -2.4122 10.9301 20.4885
C: -1.1653 11.5546 19.9312
C: -1.3671 13.0287 19.5522
O: -0.4318 13.6630 20.3312
C: 0.2623 12.8067 21.1077
O: 1.1939 13.1146 21.8633
O: -0.1774 11.6042 20.9461
H: -2.3326 10.1511 21.2467
H: -3.0153 10.5029 19.6873
H: -3.0382 11.6598 21.0021
H: -0.9199 11.1049 18.9691
H: -2.3514 13.4737 19.6971
H: -1.1482 13.1787 18.4950
C: -5.7220 15.7754 10.2624
C: -4.1414 15.9381 10.3826
C: -3.4881 15.1541 11.4348
O: -2.3736 14.4276 10.7803
C: -2.4404 14.6855 9.4357
O: -1.7671 14.2004 8.5374
O: -3.5084 15.4693 9.1926
H: -6.3739 15.9428 11.1197
H: -5.8718 14.7692 9.8708
H: -6.2471 16.4564 9.5927
H: -3.9327 17.0039 10.4755
H: -4.1554 14.5509 12.0504
H: -2.9075 15.8819 12.0017
C: -0.0823 11.5891 13.3946
C: 0.6612 11.7651 12.0562
C: 1.9173 12.6201 12.0328
F: 2.7733 12.0665 12.9377
F: 2.5733 12.6887 10.8521
F: 0.8676 10.4703 11.6625
F: -0.2027 12.2987 11.2061
O: 0.7887 10.8868 14.2905
C: 1.0950 11.5777 15.4829
C: 1.8176 10.6451 16.4133
F: 2.0328 11.0394 17.7002
F: 1.2924 9.4171 16.5027
F: 1.6736 12.6676 15.2324
F: -0.0562 11.8803 16.0872
H: -0.9833 11.0195 13.1668
H: -0.5077 12.5119 13.7891
H: 1.5812 13.6044 12.3585
H: 2.8510 10.5596 16.0776
C: -4.7851 10.3543 15.8212
C: -3.5070 11.1077 16.2322
C: -3.8117 12.6167 16.3519
F: -4.8210 12.6651 17.2794
F: -2.7545 13.2300 16.8828
F: -2.9521 10.6620 17.3204
F: -2.5565 10.9595 15.3045
O: -5.1457 10.9612 14.5267
C: -6.5438 10.9818 14.1549
C: -6.6851 11.6740 12.7419
F: -7.8814 11.5727 12.1537
F: -6.3877 12.9840 12.8067
F: -6.7876 9.6874 14.0414
F: -7.3033 11.5288 15.1549
H: -5.6157 10.3204 16.5262
H: -4.5791 9.2872 15.7385
H: -4.1137 13.1694 15.4623
H: -5.9771 11.2323 12.0407

Values from the calculation:
E_LUMO: 0.08 eV
Kohn-Sham gap: 10.5691 eV
SMILES string: FC(F)C(F)(F)COC(F)(F)C(F)F.FC(F)C(F)(F)COC(F)(F)C(F)F.C[C@H]1COC(=O)O1.C[C@H]1COC(=O)O1.C[C@H]1COC(=O)O1.C[C@H]1COC(=O)O1.C[C@H]1COC(=O)O1.C[C@H]1COC(=O)O1.C[C@H]1COC(=O)O1.C[C@H]1COC(=O)O1

Entry 2:
C42H56N4O11PYb | the ωB97M-V functional and the def2-TZVPD basis

Positions of all 115 atoms, in Å:
Yb: 1.1907 -3.4454 1.2305
O: 0.1451 0.6616 2.3851
C: 0.9254 -0.2881 2.3707
O: 1.0252 -1.2426 1.4982
C: 1.8713 -0.2465 3.6539
C: 1.2204 0.3816 4.8697
C: 2.3168 0.9475 5.7897
C: 2.9543 -0.3520 6.3457
C: 2.0141 -1.4223 5.7339
O: 0.7389 -0.8242 5.6510
C: 2.4879 -1.5539 4.2728
C: 2.1727 -2.8655 3.6061
O: 2.9507 -3.1340 2.6022
O: 1.2285 -3.5688 4.0020
H: 2.7214 0.3760 3.2397
H: 0.4203 1.0811 4.6853
H: 1.7632 1.5134 6.5875
H: 3.0000 1.6285 5.2888
H: 3.1640 -0.2221 7.4057
H: 3.9225 -0.4561 5.9354
H: 1.8032 -2.3647 6.1858
H: 3.5856 -1.4712 4.1287
C: 4.4181 -3.6384 -0.4942
C: 3.1201 -4.1020 -1.2798
C: 3.3012 -4.1783 -2.7684
O: 2.1800 -3.0278 -0.9594
C: 2.6414 -5.4733 -0.7323
O: 3.4205 -6.4213 -0.9052
O: 1.5431 -5.4136 -0.0489
H: 4.8233 -2.7654 -0.9744
H: 5.2216 -4.3584 -0.5755
H: 4.1728 -3.4328 0.5472
H: 3.7839 -3.2367 -3.0751
H: 2.3353 -4.2365 -3.3004
H: 3.8592 -5.0936 -2.9943
H: 1.4152 -3.1175 -1.6127
O: -0.8750 -4.0756 2.4820
O: -0.9892 -3.6581 1.1478
N: -0.6140 -5.3981 -1.8824
C: -0.8821 -4.1918 -2.4010
O: -0.0236 -3.2828 -2.3500
C: -2.1142 -3.9893 -3.1319
C: -2.9397 -5.0808 -3.3420
N: -3.5700 -6.0934 -3.4950
C: -2.4015 -2.7249 -3.5835
N: -2.5606 -1.5804 -3.8529
H: 0.1910 -5.5712 -1.1275
H: -1.3311 -6.1070 -1.9622
C: -1.3382 -3.2158 3.5072
C: -2.7063 -2.4914 3.2755
C: -3.4984 -2.6414 2.1252
C: -4.8103 -2.2729 2.1410
C: -5.3736 -1.7145 3.2504
C: -4.5952 -1.4424 4.3621
C: -3.2926 -1.8888 4.3745
C: -6.7049 -1.2489 3.1628
N: -7.8079 -0.8336 3.1511
H: -1.4548 -3.8422 4.4096
H: -0.6176 -2.4090 3.7068
H: -3.0424 -3.1168 1.2276
H: -5.5050 -2.3236 1.3055
H: -4.9985 -0.8857 5.1908
H: -2.6624 -1.5701 5.2389
C: -4.5170 2.5614 -1.2768
C: -3.8194 3.8784 -1.6929
C: -2.8773 3.7452 -2.9182
C: -2.0695 2.4873 -3.0644
C: -2.8969 1.2118 -2.7215
C: -3.5863 1.3467 -1.3523
P: -0.5355 2.1331 -1.9621
C: -0.2413 3.7468 -0.9860
C: -0.5418 3.5369 0.4906
C: -0.4524 4.8903 1.3282
C: 0.5747 5.8707 0.7235
C: 1.6503 5.1267 -0.0506
C: 1.1075 4.3050 -1.2300
C: 0.7476 1.6536 -3.3727
C: 2.0833 1.1663 -2.7792
C: 3.1126 0.8816 -3.8387
C: 3.5520 2.1430 -4.6077
C: 2.4274 3.2367 -4.7156
C: 0.9595 2.7618 -4.4850
H: -5.4546 2.4324 -1.8084
H: -4.8834 2.6776 -0.2404
H: -3.2730 4.2630 -0.8091
H: -4.5995 4.6366 -1.9290
H: -2.2006 4.6224 -2.8771
H: -3.4500 3.8700 -3.8770
H: -1.6813 2.3903 -4.1104
H: -2.2259 0.3749 -2.6693
H: -3.5982 1.0532 -3.5406
H: -2.8231 1.3421 -0.5373
H: -4.2028 0.4355 -1.2361
H: -1.0438 4.4278 -1.3305
H: 0.0852 2.7346 0.8805
H: -1.5789 3.2232 0.6050
H: -0.1463 4.6432 2.3507
H: -1.4337 5.3838 1.3569
H: 1.0570 6.4915 1.5139
H: 0.0297 6.6329 0.1327
H: 2.1349 4.4488 0.6522
H: 2.4828 5.8075 -0.2741
H: 1.8746 3.5598 -1.5223
H: 1.1637 4.9618 -2.1309
H: 0.2672 0.7668 -3.8644
H: 1.9131 0.3190 -2.0987
H: 2.4597 1.9989 -2.1365
H: 2.7287 0.1416 -4.5788
H: 4.0002 0.4254 -3.3869
H: 3.9621 1.9651 -5.6509
H: 4.4217 2.5309 -4.0814
H: 2.3985 3.7531 -5.7265
H: 2.7105 4.0835 -4.0505
H: 0.5776 2.3429 -5.4747
H: 0.3114 3.5905 -4.2641

Values from the calculation:
E_LUMO: 3.85 eV
Kohn-Sham gap: 6.5247 eV
energy relative to the best compared isomer or geometry (same formula, charge and spin): 30.2 kcal per mole
multiplicity: 2
net charge: -2
⟨S²⟩: 0.751

Entry 3:
C42H57B2BrCl8FIN4O4P | the ωB97M-V functional and the def2-TZVPD basis

Positions of all 121 atoms, in Å:
C: 3.4408 -1.2858 0.6839
C: 2.3842 -0.3782 1.5363
C: 2.4954 -0.9829 3.0989
C: 0.8152 -0.4939 1.1570
C: 0.2706 0.1561 -0.2315
P: 1.6759 0.8057 -1.4210
O: 2.7831 1.8892 -0.6471
I: 0.7026 2.2296 -3.2472
C: -0.7953 1.3310 0.2099
B: -0.1900 2.7588 0.7149
O: 0.5020 3.7789 -0.1520
N: -0.3848 3.2881 2.1577
C: 0.4915 2.5887 3.1517
C: -1.8399 3.3464 2.5407
O: -1.7367 1.6147 -0.8722
C: -2.6163 0.4823 -1.1295
F: -3.8898 0.7532 -0.4478
C: -1.9549 -1.0291 -0.8422
C: -2.7075 -1.8976 -2.0652
C: -2.9484 -3.4730 -1.8274
C: -4.5585 -3.9110 -1.6946
N: -4.8359 -4.8369 -0.5336
C: -2.2875 -1.6774 0.6042
C: -3.8494 -1.9654 0.9863
C: -4.4024 -0.9366 2.1813
Br: -5.4433 -1.9437 3.6040
N: -0.4733 -0.8343 -1.1558
B: 0.3066 -2.0692 -1.5424
O: 1.2225 -2.1054 -2.7442
N: 0.1952 -3.4648 -0.9024
C: 1.4308 -3.8524 -0.1289
C: 0.2609 -4.4332 -2.1073
H: 4.4932 -0.7514 0.6245
H: 3.6110 -2.3760 1.1406
H: 3.1258 -1.4854 -0.4449
H: 2.7322 0.7556 1.6782
H: 3.5374 -0.5560 3.4945
H: 1.6756 -0.5241 3.8055
H: 2.5608 -2.1513 3.1193
H: 0.2508 0.0544 2.0606
H: 0.5005 -1.6306 1.3488
H: 3.0404 2.5679 -1.3458
H: -1.4829 0.9794 1.1233
H: 0.7571 4.5811 0.3942
H: 1.5457 2.2557 2.7676
H: 0.5598 3.2872 4.1173
H: -0.1093 1.6274 3.5267
H: -2.1752 2.2956 2.9425
H: -2.0795 4.1240 3.3988
H: -2.4498 3.5736 1.5418
H: -2.8699 0.5682 -2.2966
H: -2.1942 -1.6936 -3.1242
H: -3.8001 -1.4282 -2.1992
H: -2.5941 -4.0391 -2.8185
H: -2.3840 -3.9898 -0.9502
H: -4.8853 -4.4902 -2.6766
H: -5.2513 -2.9623 -1.6007
H: -4.0262 -4.9425 0.1154
H: -5.0687 -5.8202 -0.8504
H: -1.7459 -2.7393 0.6997
H: -1.8587 -1.0879 1.5502
H: -4.0607 -3.0675 1.3173
H: -4.5308 -1.7172 0.0435
H: -5.0506 -0.0822 1.6724
H: -3.5380 -0.3917 2.7536
H: -0.5063 -0.2996 -2.0807
H: 1.0113 -1.2971 -3.3121
H: 2.4203 -3.5284 -0.7137
H: 1.4644 -5.0465 -0.1436
H: 1.4424 -3.5538 1.0001
H: -0.1961 -5.4584 -1.7039
H: -0.4256 -4.1036 -2.9943
H: 1.3693 -4.6879 -2.4146
Cl: 5.1231 6.9523 -4.8494
C: 4.4644 6.8477 -3.2555
C: 3.8995 5.6702 -2.7517
Cl: 3.8214 4.2107 -3.6731
C: 3.3742 5.6508 -1.4556
C: 3.4144 6.7999 -0.6634
C: 3.9819 7.9710 -1.1634
C: 4.5056 7.9953 -2.4573
H: 2.9313 4.7414 -1.0563
H: 3.0033 6.7806 0.3433
H: 4.0164 8.8659 -0.5461
H: 4.9450 8.9140 -2.8392
Cl: 4.0433 7.1115 2.2417
C: 4.8480 8.5227 2.8301
C: 6.1278 8.8922 2.4001
Cl: 7.0139 7.9781 1.2321
C: 6.7306 10.0420 2.9206
C: 6.0592 10.8222 3.8640
C: 4.7824 10.4570 4.2882
C: 4.1778 9.3090 3.7727
H: 7.7256 10.3359 2.5943
H: 6.5325 11.7145 4.2672
H: 4.2573 11.0656 5.0208
H: 3.1821 9.0314 4.1108
Cl: 3.4858 -7.1959 0.5684
C: 3.7584 -7.5936 -1.0908
C: 4.3281 -6.6906 -1.9961
Cl: 4.8226 -5.1010 -1.5338
C: 4.5152 -7.0686 -3.3297
C: 4.1387 -8.3428 -3.7588
C: 3.5763 -9.2439 -2.8558
C: 3.3858 -8.8700 -1.5243
H: 4.9549 -6.3732 -4.0409
H: 4.2846 -8.6318 -4.7970
H: 3.2853 -10.2377 -3.1883
H: 2.9450 -9.5793 -0.8275
Cl: -9.2550 -0.8284 -2.1537
C: -9.0714 -2.0509 -0.9466
C: -7.8567 -2.2829 -0.2908
Cl: -6.4340 -1.3592 -0.6190
C: -7.7688 -3.2941 0.6716
C: -8.8881 -4.0692 0.9813
C: -10.0992 -3.8345 0.3318
C: -10.1908 -2.8275 -0.6309
H: -6.8288 -3.4833 1.1848
H: -8.8146 -4.8555 1.7291
H: -10.9724 -4.4358 0.5744
H: -11.1395 -2.6528 -1.1332

Values from the calculation:
E_LUMO: -3.08 eV
Kohn-Sham gap: 7.5921 eV
energy relative to the best compared isomer or geometry (same formula, charge and spin): 232.9 kcal per mole
net charge: +1

Entry 4:
C42H57BBrF4N3P3Pd | the ωB97M-V functional and the def2-TZVPD basis

Positions of all 112 atoms, in Å:
Pd: 0.0273 -0.4819 0.3715
C: 2.4560 3.9996 -3.6354
C: 1.7213 4.4787 -2.3800
C: 0.9602 5.7886 -2.6628
C: 2.7334 4.7257 -1.2454
P: 0.5425 3.1652 -1.8285
C: -0.2773 3.8126 -0.3330
N: -0.6533 2.9551 0.7892
B: -0.5289 1.5247 1.1514
N: -1.0947 1.5346 2.5475
C: -1.3179 0.3210 3.3123
P: -1.8686 -0.9904 2.1368
C: -1.2944 -2.5335 3.0053
C: -1.7822 -3.7509 2.2161
C: -1.7003 -2.6675 4.4777
C: 0.2416 -2.4292 2.9160
C: -3.7197 -0.7906 2.0234
C: -4.0206 0.6987 1.8073
C: -4.2576 -1.5635 0.8108
C: -4.4311 -1.2736 3.2894
C: -1.5045 2.7420 2.9112
C: -2.1116 3.1941 4.1115
C: -2.4254 4.5140 4.1927
C: -2.1547 5.4103 3.1083
C: -1.5656 4.9929 1.9316
C: -1.2371 3.6480 1.8251
C: -0.6679 2.4890 -3.0488
C: -1.8945 1.9977 -2.2742
C: -1.1185 3.5645 -4.0485
C: 0.0218 1.3266 -3.7772
H: 3.1387 4.7907 -3.9465
H: 1.7857 3.8076 -4.4698
H: 3.0520 3.1100 -3.4406
H: 1.7100 6.5740 -2.7762
H: 0.3093 6.0930 -1.8431
H: 0.3805 5.7501 -3.5827
H: 3.5750 5.2726 -1.6715
H: 3.1348 3.8134 -0.8091
H: 2.3180 5.3498 -0.4545
H: -1.1758 4.3271 -0.7014
H: 0.4015 4.5870 0.0330
H: -2.0424 0.4997 4.1074
H: -0.3822 -0.0073 3.7700
H: -2.8647 -3.8594 2.2548
H: -1.3519 -4.6519 2.6560
H: -1.4697 -3.7173 1.1697
H: -2.7444 -2.9356 4.6077
H: -1.4978 -1.7645 5.0546
H: -1.1028 -3.4662 4.9210
H: 0.5141 -1.7800 2.0639
H: 0.6967 -3.4067 2.7576
H: 0.6841 -1.9978 3.8141
H: -3.4293 1.1309 0.9938
H: -3.8634 1.2860 2.7125
H: -5.0718 0.8043 1.5363
H: -3.9968 -1.0675 -0.1244
H: -5.3470 -1.5756 0.8557
H: -3.9229 -2.5984 0.7729
H: -4.0057 -0.8553 4.2019
H: -4.4274 -2.3585 3.3691
H: -5.4740 -0.9560 3.2409
H: -2.2962 2.5220 4.9369
H: -2.8786 4.9108 5.0897
H: -2.4194 6.4521 3.2270
H: -1.3734 5.7012 1.1402
H: -2.4717 2.8234 -1.8570
H: -1.6313 1.3106 -1.4692
H: -2.5468 1.4800 -2.9808
H: -1.5575 4.4333 -3.5584
H: -1.8941 3.1191 -4.6752
H: -0.3187 3.8919 -4.7067
H: 0.3399 0.5485 -3.0779
H: 0.8985 1.6492 -4.3383
H: -0.6845 0.8978 -4.4913
F: 5.8789 -0.2115 -4.2446
C: 4.9305 -0.6640 -3.4544
C: 4.5315 -1.9876 -3.5175
F: 5.1064 -2.8098 -4.3697
C: 3.5353 -2.4516 -2.6634
F: 3.2575 -3.7495 -2.7341
C: 2.8818 -1.6231 -1.7592
P: 1.7008 -2.2551 -0.5009
C: 2.8701 -2.9261 0.7070
C: 3.4793 -4.1673 0.5116
C: 4.4588 -4.6026 1.3900
C: 4.8490 -3.7974 2.4529
C: 4.2618 -2.5541 2.6397
C: 3.2736 -2.1193 1.7705
C: 0.8272 -3.6367 -1.2716
C: 0.4506 -4.7397 -0.5099
C: -0.3258 -5.7445 -1.0745
C: -0.7312 -5.6513 -2.3970
C: -0.3653 -4.5490 -3.1616
C: 0.4060 -3.5445 -2.6016
C: 3.3226 -0.2967 -1.7124
Br: 2.6446 0.9205 -0.4285
C: 4.3251 0.1809 -2.5311
F: 4.7388 1.4411 -2.4536
H: 3.1971 -4.7966 -0.3226
H: 4.9214 -5.5678 1.2412
H: 5.6171 -4.1385 3.1334
H: 4.5741 -1.9248 3.4614
H: 2.8206 -1.1451 1.9237
H: 0.7752 -4.8313 0.5190
H: -0.5981 -6.6079 -0.4833
H: -1.3206 -6.4427 -2.8385
H: -0.6672 -4.4851 -4.1976
H: 0.7081 -2.7025 -3.2154
N: -1.3565 -1.4057 -1.1522
H: -1.3329 -2.4167 -1.0254
H: -1.1076 -1.2407 -2.1234
H: -2.3125 -1.0957 -1.0197

Values from the calculation:
E_LUMO (alpha / beta): -7.08 / -10.49 eV
Kohn-Sham gap (alpha / beta): 7.8490 / 5.1893 eV
energy relative to the best compared isomer or geometry (same formula, charge and spin): 0.0 kcal per mole
multiplicity: 5
net charge: +3
⟨S²⟩: 6.030